Entry 1:
The following is a quantum chemistry calculation of a molecular structure, C27H49As3ClIrNO7P at a distorted geometry, from the Open Molecules 2025 dataset.

Last column: Löwdin charge in e.
Element x y z (Å)
1 Ir 0.4836 -0.4223 0.8343  0.9975
2 Cl 4.8670 -0.5052 6.9183  0.6432
3 C 3.6183 -0.5430 5.7061  -0.6731
4 C 2.2775 -0.3448 6.0821  -0.0854
5 C 1.2872 -0.3992 5.1433  0.0068
6 C 1.5522 -0.6596 3.7670  -0.3439
7 O 0.5574 -0.8225 2.9725  -0.1984
8 C 2.9238 -0.7552 3.4028  -0.1329
9 C 3.3735 -0.7990 2.0562  -0.1984
10 O 2.7357 -0.6511 1.0076  -0.1311
11 C 3.9285 -0.7428 4.3975  -0.0608
12 H 2.0426 -0.1507 7.1207  0.1077
13 H 0.2498 -0.2640 5.4208  0.1173
14 H 4.4596 -0.9411 1.9527  0.1443
15 H 4.9624 -0.8744 4.1004  0.1160
16 C 1.9016 -2.2095 -2.3445  -0.2506
17 As 0.7059 -0.8384 -1.6569  1.1345
18 C 1.2361 0.5942 -2.8526  -0.2543
19 C -0.9892 -1.2114 -2.5660  -0.2999
20 C -1.9550 -2.2547 -2.0040  -0.6553
21 C -1.2207 -3.5163 -1.5437  -0.0786
22 C -2.7395 -1.6565 -0.8290  -0.3012
23 As -1.8316 -1.3096 0.8777  1.1301
24 C -2.0696 -2.9843 1.8160  -0.2533
25 C -3.2842 -0.3170 1.7028  -0.2517
26 C -3.0046 -2.5938 -3.0837  -0.3800
27 As -2.7124 -3.6750 -4.7283  1.1282
28 C -2.5474 -5.4715 -3.9424  -0.3522
29 C -0.8205 -3.4614 -5.2263  -0.3594
30 H 1.7310 -2.3631 -3.4086  0.0263
31 H 1.7811 -3.1415 -1.7972  0.0202
32 H 2.9212 -1.8548 -2.1940  0.0349
33 H 1.2746 0.2341 -3.8804  0.0379
34 H 2.2156 0.9667 -2.5582  0.0239
35 H 0.5217 1.4071 -2.7563  0.0262
36 H -0.7147 -1.4753 -3.5875  0.0541
37 H -1.4843 -0.2374 -2.6001  0.0836
38 H -0.4939 -3.2737 -0.7699  0.0155
39 H -0.6904 -3.9736 -2.3776  0.0535
40 H -1.9291 -4.2463 -1.1433  0.0958
41 H -3.5616 -2.3282 -0.5683  0.0833
42 H -3.1795 -0.7023 -1.1309  0.0881
43 H -3.0770 -3.3624 1.6519  0.0389
44 H -1.9098 -2.8029 2.8783  0.0396
45 H -1.3273 -3.7018 1.4799  0.0155
46 H -4.2045 -0.8965 1.6523  0.0392
47 H -3.4188 0.6335 1.1908  0.0130
48 H -3.0282 -0.1267 2.7442  0.0407
49 H -3.4385 -1.6559 -3.4440  0.0641
50 H -3.8313 -3.1374 -2.6131  0.0626
51 H -3.3701 -5.6507 -3.2504  0.0173
52 H -1.6038 -5.6239 -3.4227  0.0082
53 H -2.6194 -6.2015 -4.7482  0.0109
54 H -0.6328 -2.4558 -5.6014  0.0126
55 H -0.6354 -4.1603 -6.0423  0.0176
56 H -0.1288 -3.6847 -4.4152  -0.0017
57 C -2.3023 3.2943 1.8854  -0.0306
58 C -1.9181 4.0051 0.5924  -0.6195
59 C -2.8031 3.5376 -0.5601  -0.0321
60 C -2.0100 5.5134 0.7550  -0.0288
61 O -0.5334 3.7491 0.2580  -0.1644
62 P 0.1843 2.3226 0.2692  0.2111
63 O 0.4869 1.7927 1.6562  -0.3354
64 O -0.6173 1.3557 -0.5612  -0.4462
65 O 1.5091 2.6670 -0.5502  -0.1679
66 C 2.6621 3.3842 -0.0278  -0.6143
67 C 3.4425 3.8293 -1.2538  -0.0281
68 C 2.2460 4.6008 0.7932  -0.0335
69 C 3.5021 2.4448 0.8255  -0.0318
70 H -3.3652 3.4332 2.0890  0.0948
71 H -1.7229 3.6835 2.7236  0.0953
72 H -2.0867 2.2297 1.8013  0.0461
73 H -3.8377 3.8373 -0.3877  0.0876
74 H -2.7404 2.4545 -0.6577  0.0580
75 H -2.4538 3.9774 -1.4957  0.0934
76 H -3.0430 5.8090 0.9417  0.0885
77 H -1.6518 6.0056 -0.1500  0.0891
78 H -1.3905 5.8417 1.5908  0.0878
79 H 2.8288 4.4840 -1.8742  0.0911
80 H 3.7486 2.9674 -1.8491  0.0804
81 H 4.3342 4.3757 -0.9447  0.0891
82 H 1.6190 5.2619 0.1953  0.0878
83 H 3.1345 5.1408 1.1206  0.0923
84 H 1.6790 4.2862 1.6706  0.0827
85 H 3.7613 1.5515 0.2569  0.0794
86 H 2.9401 2.1425 1.7098  0.0736
87 H 4.4169 2.9486 1.1417  0.0940
88 O 2.4050 -3.7289 2.0386  0.1187
89 C 1.6193 -3.0896 1.4369  -0.4872
90 N 0.8020 -2.5127 0.7709  -0.1084

Summary:
Kohn-Sham gap in Eh: 0.2771
Net charge: 0
E in eV: -251786.47009
Highest occupied orbital energy in eV: -7.7



Entry 2:
The following is a quantum chemistry calculation of 2 unconnected molecules or ions with the total composition C27H49BClN3O6 at a distorted geometry, from the Open Molecules 2025 dataset.

Last column: Löwdin spin population.
Element x y z (Å)
1 C -1.3751 4.0683 -0.8768  0.0000
2 C -0.2027 3.2806 -0.3154  0.0000
3 O -0.0492 3.4892 1.1060  0.0000
4 B 0.1319 2.3118 1.7737  0.0000
5 O 1.3353 1.9869 2.3296  0.0001
6 C -1.1563 1.3690 1.9468  0.0000
7 C -2.3701 1.9681 2.2779  0.0000
8 N -3.4939 1.2911 2.4280  0.0000
9 C -4.7647 1.9315 2.8024  0.0000
10 C -5.8139 1.8452 1.6978  0.0000
11 O -6.0012 0.5723 1.1450  0.0000
12 N -3.5541 -0.0182 2.2342  0.0000
13 C -2.4570 -0.6473 1.8744  0.0000
14 C -2.6879 -2.1104 1.6019  0.0000
15 C -3.4807 -2.2571 0.2953  0.0000
16 C -2.6828 -1.8814 -0.9704  0.0000
17 C -3.2526 -0.7211 -1.7747  0.0000
18 C -4.6731 -0.9389 -2.2577  0.0000
19 O -5.1353 0.2115 -2.9908  0.0000
20 C -5.7498 1.1679 -2.2474  0.0000
21 C -4.9620 2.4323 -2.0697  0.0000
22 O -6.8173 1.0151 -1.7801  0.0000
23 C -1.1853 -0.0163 1.7433  0.0000
24 C 0.0460 -0.7792 1.4016  -0.0002
25 C 0.8355 -1.1993 2.7025  0.0001
26 C 0.0223 -1.0697 3.9821  0.0000
27 Cl 0.9530 -1.8011 5.3232  0.0000
28 H -1.9250 3.4769 -1.6047  0.0000
29 H -1.0400 4.9721 -1.3718  0.0000
30 H -2.0752 4.3139 -0.0838  0.0000
31 H -0.3476 2.2185 -0.5447  0.0000
32 H 0.7310 3.5574 -0.7958  0.0000
33 H 1.9451 1.5105 1.7529  0.0004
34 H -2.4228 3.0392 2.4117  0.0000
35 H -5.0933 1.4967 3.7412  0.0000
36 H -4.5498 2.9813 2.9736  0.0000
37 H -6.7456 2.1930 2.1528  0.0000
38 H -5.5814 2.5562 0.9093  0.0000
39 H -5.8993 -0.1038 1.8207  0.0000
40 H -1.7632 -2.6751 1.6091  0.0000
41 H -3.3011 -2.4944 2.4147  0.0000
42 H -3.8506 -3.2741 0.2137  0.0000
43 H -4.3445 -1.6004 0.3779  0.0000
44 H -1.6658 -1.6123 -0.6959  0.0000
45 H -2.6031 -2.7543 -1.6141  0.0000
46 H -3.1866 0.2263 -1.2374  0.0000
47 H -2.6333 -0.6054 -2.6640  0.0000
48 H -5.3752 -1.1350 -1.4501  0.0000
49 H -4.6986 -1.7607 -2.9661  0.0000
50 H -4.4074 2.7202 -2.9539  0.0000
51 H -4.2933 2.2746 -1.2239  0.0000
52 H -5.6511 3.2173 -1.7769  0.0000
53 H -0.1560 -1.6366 0.7781  0.0000
54 H 0.7160 -0.1372 0.8375  -0.0003
55 H 1.1378 -2.2397 2.6480  0.0000
56 H 1.7150 -0.5842 2.8274  0.0001
57 H -0.9092 -1.6241 3.9528  0.0000
58 H -0.1309 -0.0384 4.2748  0.0000
59 C 5.9439 -2.7830 -0.3279  0.0031
60 C 4.5793 -2.1805 -0.7360  0.0271
61 C 4.3036 -2.4649 -2.2139  0.0163
62 C 5.1186 -1.6020 -3.1752  0.0009
63 C 4.9807 -0.1215 -2.8291  0.0169
64 C 5.3262 0.1873 -1.3729  0.0280
65 N 4.5479 -0.7052 -0.4559  0.3926
66 O 3.3290 -0.2869 -0.3518  0.5049
67 C 6.8394 0.0343 -1.1423  0.0022
68 C 5.0042 1.6443 -1.0622  -0.0008
69 C 3.5360 -2.8866 0.1200  -0.0010
70 H 6.3903 -2.2270 0.4962  0.0015
71 H 5.8195 -3.8098 0.0115  -0.0004
72 H 6.6588 -2.8138 -1.1477  0.0000
73 H 3.2391 -2.3052 -2.4167  0.0023
74 H 4.5010 -3.5212 -2.4063  0.0015
75 H 6.1694 -1.9016 -3.1625  0.0003
76 H 4.7699 -1.7716 -4.1948  0.0009
77 H 5.6209 0.4780 -3.4783  0.0015
78 H 3.9515 0.1938 -3.0305  0.0026
79 H 7.0855 0.1532 -0.0866  0.0012
80 H 7.3696 0.8072 -1.6971  -0.0005
81 H 7.2439 -0.9153 -1.4796  0.0000
82 H 3.9704 1.8960 -1.2930  -0.0006
83 H 5.6426 2.2878 -1.6652  -0.0004
84 H 5.1886 1.8717 -0.0111  0.0002
85 H 3.6868 -2.6712 1.1800  0.0002
86 H 3.6123 -3.9633 -0.0206  -0.0003
87 H 2.5172 -2.6026 -0.1461  -0.0005

Summary:
Spin multiplicity: 2
Kohn-Sham gap (alpha / beta) in Eh: 0.2341 / 0.2711
Net charge: +1
E in eV: -58741.73299
Highest occupied orbital energy (alpha / beta) in eV: -10.8 / -11.8